[1]
A cluster of 22 separate species, C82H218N10O32 in total. Source: OMol25; level of theory: ωB97M-V with the def2-TZVPD basis set.

As for the net charge: 0. For the highest occupied orbital energy, the calculation gives -8.32 eV. For the LUMO energy, the calculation gives 0.48 eV. The HOMO-LUMO gap is 8.800 eV.

XYZ file:
```
342
C82H218N10O32, DFT ωB97M-V with the def2-TZVPD basis set
O 3.08224 0.13600 2.94336
O 4.24454 -4.10591 -8.36585
O 7.40765 0.33458 5.83196
O 10.90941 -1.62266 0.41578
O 0.83131 6.01227 3.19431
O -1.55970 -1.99233 4.76032
O -1.47160 -0.63822 2.08504
O 4.33591 5.71816 1.59242
O 2.72652 -2.15537 -0.30576
O 2.46061 -4.04574 1.68282
O -5.24222 2.03885 -2.96648
O -8.11567 4.74971 0.93805
O 0.67676 2.88951 -2.17547
O 2.15805 -1.72162 -5.00090
O -7.60333 -1.08146 -4.34097
O 0.32296 9.61594 6.52622
O -6.61486 -8.20360 -1.65244
O -3.64735 -0.73490 -6.53762
O 0.25621 -4.82264 -6.22234
O 5.57577 -4.18768 5.18243
O -5.12374 1.68138 -0.13501
O -3.90309 5.46449 -0.28420
O -0.04215 -0.87576 -0.19296
O -0.38772 -5.38988 -1.77557
O 3.60147 1.88544 -1.12295
O -5.57858 -2.50335 -1.41995
O -0.53597 1.73164 -4.45311
O 1.68912 -6.05037 -0.12637
O 4.63070 -4.76593 -0.31127
O -2.49013 8.86038 3.07339
O 7.00519 -0.06229 1.23734
O -2.88371 -4.72955 1.71679
N 3.47685 3.15609 2.22720
N 3.02942 -4.39667 -5.91182
N 0.28650 6.65293 5.99743
N 4.49600 0.78867 6.27400
N 8.49284 -1.16766 -1.09281
N -6.18700 -4.99053 0.20146
N -6.22598 -0.14543 -6.61147
N 5.29287 -3.69419 2.35480
N -3.78278 6.36561 2.42657
N -7.41028 3.20799 -1.38920
C -0.29456 2.37003 -5.72525
C -1.78663 -3.51208 -2.44725
C 5.82736 -3.20396 1.11298
C 5.31468 -2.62586 3.39176
C -5.44526 -0.32616 -7.87207
C -4.08365 0.12878 -7.52230
C 0.96743 7.35928 7.13052
C -0.13227 3.33997 -1.14459
C 1.62100 -3.94143 2.92833
C -4.51900 4.77808 0.78533
C 4.37471 -4.95590 -6.22904
C 5.34730 -4.42922 6.56967
C -1.10246 -4.40114 -6.29588
C 1.62935 -7.36812 0.48818
C 4.47947 0.53931 4.82888
C -5.22255 -2.91168 -2.72303
C -4.64658 -1.65648 -3.48840
C 0.15049 8.58364 7.50517
C 2.23621 -5.31034 -5.11057
C -6.68965 -7.38917 -0.50666
C 0.63576 5.04921 4.16327
C 1.18804 5.58481 5.47534
C 0.79468 -4.82337 -4.94864
C 3.07823 0.19413 4.36050
C 10.88850 -1.04757 -0.92220
C -6.52048 -0.11923 0.68484
C 4.35791 3.90984 3.14861
C -6.24708 -5.97423 -0.88343
C -2.40600 -0.34828 -5.98422
C -6.97569 -9.54052 -1.37071
C 10.98067 -0.67684 1.45744
C -8.33816 -1.23402 -3.13725
C 5.57455 1.56034 6.81972
C 4.60940 -3.08481 -9.22186
C 4.74100 -3.15379 4.68137
C -2.77630 -0.19738 1.91106
C 0.99362 -8.26769 -0.55076
C 4.07523 5.34277 2.94626
C 5.69130 5.95816 1.25660
C -3.08003 6.68679 3.64034
C -2.94849 1.29128 2.25227
C 0.60679 5.46610 1.96233
C 3.39035 0.74046 -1.89642
C 3.29871 1.77186 0.23369
C -1.47162 3.78281 -1.65527
C -3.62598 5.00295 1.95820
C 6.79136 0.82173 2.29478
C -2.96713 -3.30573 1.88004
C -5.66835 0.37377 -0.50078
C 6.86868 0.55240 -0.03553
C -4.71188 5.48922 -1.43157
C -8.48612 2.86751 -0.45764
C -1.76705 0.07523 -1.42628
C -0.96999 3.73070 -5.71592
C -7.59810 2.58655 -2.69330
C -8.03051 5.25729 2.25438
C 1.51020 -0.89444 -5.91973
C 4.72393 -5.92247 -1.15415
C -7.47518 -0.95803 -6.66279
C 5.92681 -4.39027 0.14186
C -6.39509 2.66553 -3.55862
C 6.88011 0.76265 7.07225
C 8.37495 -0.67658 5.82963
C -0.31879 -1.60304 6.84343
C -3.81121 -5.26973 0.76754
C 3.87006 3.01043 0.84493
C -5.22768 -5.32797 1.27671
C 1.80538 -0.12873 2.44294
C -0.32790 -0.36815 -1.49951
C 2.97568 -2.67153 -1.67110
C -8.21638 3.33692 0.96243
C -0.54295 10.74756 6.74696
C 5.04354 -4.11721 -7.25647
C -4.13221 1.98323 -3.85574
C 0.20205 -3.68298 2.50417
C -0.54859 -3.96523 -1.71846
C 9.65790 -0.31601 -1.30008
C -3.21058 8.17242 4.02076
C -0.47237 -1.27215 5.33825
C 7.19312 -0.52026 -1.11617
C -8.35930 -0.68938 -5.49605
C -2.35894 10.21805 3.39999
H 7.01833 0.30106 3.20703
H -5.28659 -4.50553 2.00180
H -9.41613 3.35736 -0.81236
H 0.99754 -7.31900 1.38802
H 7.91095 -1.66126 6.04332
H 7.52562 1.45949 -0.08723
H 1.84200 -5.40769 0.59247
H -1.56098 10.44998 4.11794
H 2.75949 -2.87951 0.36791
H 1.99184 7.68562 6.78237
H 4.76425 -1.76950 3.04829
H 6.08095 -4.45703 -7.50137
H 2.26777 -6.30402 -5.56720
H 6.17234 6.74170 1.84167
H 3.01386 5.58180 3.10365
H 5.19272 -3.11575 -6.89690
H -3.71374 -4.66260 -0.11299
H 0.82279 -1.36215 -0.21137
H -4.91207 2.05536 -1.00104
H 5.87076 0.99407 -0.21693
H -9.01660 3.08179 1.68352
H -2.03892 4.11033 -0.79670
H 5.74099 1.20978 2.32280
H 5.32359 1.99971 7.81190
H 2.22026 1.76857 0.43811
H -9.29543 -1.22564 -5.62032
H 1.03976 0.69049 2.42699
H 0.03423 -7.85778 -0.79989
H 2.66326 -7.66276 0.76732
H 6.29311 5.09274 1.45837
H 4.09109 3.58479 4.17289
H 1.58588 -8.43951 -1.44894
H 2.48634 0.28339 -1.53867
H -2.00316 6.56035 3.65288
H -7.34775 0.58164 0.86948
H 5.78108 2.39591 6.15368
H -8.89317 -0.33307 -2.86594
H -8.39444 3.09141 -3.24024
H 0.34626 4.14015 -0.59718
H 5.66713 -3.09252 -9.44309
H 1.89083 -0.39439 1.36080
H -0.66769 -0.20838 5.17635
H -2.79799 8.30941 5.06983
H 6.46350 -5.18311 0.67788
H -0.30044 11.28030 7.66837
H 5.49461 -3.54143 7.12959
H -1.22331 -1.83809 7.31828
H 4.04872 -2.54298 -1.86350
H -3.66350 2.96574 -3.88400
H -2.41711 -0.77545 -1.16577
H -6.20553 3.73329 -3.78346
H -2.39863 -2.84539 1.09562
H 0.79695 2.48223 -5.84878
H 4.23431 0.02314 6.83988
H -0.39402 5.01214 1.81350
H -1.71580 -1.58134 3.92155
H -0.92021 8.38515 7.63242
H 7.08208 0.04415 -2.06283
H -6.30241 0.50178 -1.37577
H 4.96447 2.96601 0.68696
H 2.39392 -1.97256 -2.24959
H -2.67185 -3.60139 -1.81803
H 3.70033 0.87539 0.63854
H 0.23420 -5.50358 -4.26467
H 4.82961 1.44649 4.33627
H 11.75878 0.10780 1.43437
H -6.90315 -10.10533 -2.30456
H 5.93314 -5.32762 6.81207
H -4.45074 -3.72797 -2.80088
H -6.16430 -9.86836 -0.73743
H 2.20644 -0.05297 -6.16865
H 1.12479 6.71520 8.00350
H -5.91484 0.20086 -8.66298
H 0.64674 -0.34413 -5.53684
H -2.22110 1.83882 1.60128
H 4.70184 -2.32695 5.44703
H 1.25377 -1.43308 -6.86091
H -5.61471 -0.59711 -5.93713
H 1.32382 -0.90637 2.98834
H -7.97489 6.34772 2.24918
H -1.58525 10.43089 6.71844
H -5.39565 -0.87333 -3.53992
H -7.53443 -1.39771 -2.41878
H -0.42239 -3.63516 3.41669
H 11.11071 -1.86853 -1.58271
H 0.29495 -5.64923 -1.13886
H -2.61794 4.78945 1.62215
H 0.38479 -1.55737 4.74728
H 6.84701 -2.75303 1.29952
H -4.44380 -1.91818 -4.52918
H 2.19103 5.94903 5.25263
H 8.78163 -0.65463 4.80453
H 6.76575 -0.10335 7.73560
H -8.02431 -0.74277 -7.61424
H -1.45875 4.58356 -2.41547
H -3.37723 -0.72947 2.60398
H 6.36759 -2.29603 3.53521
H 3.73755 -6.35299 -1.23890
H 10.04068 -0.09970 1.63176
H -3.28989 10.68779 3.75198
H 9.17201 -0.46417 6.55001
H -4.72288 4.61266 -2.04061
H 4.28800 -5.86126 -6.81632
H -7.97157 -9.61267 -0.88903
H -1.90497 2.94749 -2.20550
H -3.77615 4.20365 2.69736
H 6.39733 -1.22927 -1.05324
H 0.34130 0.44799 -1.65855
H -8.71267 1.81726 -0.40162
H -5.44975 -6.28028 1.76558
H 2.06158 -3.16330 3.49978
H -0.33581 2.59678 -0.38129
H 0.01374 7.34205 5.28340
H -4.65797 3.77625 0.54120
H -7.73301 -7.38303 -0.09938
H -5.30946 -1.38961 -8.19254
H -0.51270 -3.65705 -0.66318
H 7.67381 1.39111 7.45869
H -0.15589 -4.46200 1.83882
H -0.59016 4.27194 -4.87769
H 9.69019 0.00182 -2.36345
H -3.50825 -6.28325 0.48398
H 4.28991 -4.65302 6.73573
H -2.89332 1.46511 3.31900
H -5.89736 -0.16220 1.58028
H 2.49708 -2.57239 -5.33845
H 5.90462 -4.43134 2.65202
H 5.41577 3.65846 2.89795
H 4.38500 -2.07243 -8.83108
H -0.68388 1.76001 -6.53844
H -4.26358 8.52176 4.04093
H 4.19871 0.04909 -1.68005
H 0.01415 -2.69862 2.07044
H 3.27981 2.23714 2.62719
H -4.08369 1.18554 -7.15642
H -3.36867 0.13755 -8.33048
H -5.77401 5.58803 -1.09518
H -5.83173 -3.27341 -0.85877
H 3.33392 1.00612 -2.94882
H -3.04442 -0.44263 0.89272
H -7.30127 -2.07668 -6.68695
H -2.04373 3.64569 -5.59569
H -6.97211 -5.62736 -1.62371
H 5.20735 -0.27672 4.57784
H -1.68085 -2.44350 -2.71028
H 4.64829 5.96530 3.63213
H 0.91324 -9.21195 -0.04065
H -1.22111 -3.44036 -5.82332
H -6.90700 -1.12343 0.43547
H -3.34172 6.99001 1.73128
H -7.29016 2.92659 1.42159
H 3.40856 -4.08316 1.90341
H -2.07080 0.86808 -0.72711
H -0.46749 11.44311 5.89754
H -2.10335 10.70943 2.46816
H -8.86576 4.94546 2.88608
H 2.55353 -4.26699 -6.83661
H -5.99660 -7.82957 0.23871
H -3.71915 -1.28879 -3.05398
H 1.20986 4.82082 6.25218
H -4.94575 -0.39480 -0.75253
H 9.65512 0.57562 -0.63933
H -2.64894 -3.08030 2.90132
H -4.47420 6.37046 -2.04682
H -5.21040 -6.00872 -1.29694
H -3.59776 1.19116 -3.40805
H -2.29888 -1.00363 -5.11485
H 1.57179 3.12343 -1.99419
H -7.10241 4.89919 2.73784
H -9.02919 -2.07489 -3.22238
H 3.71224 -3.51484 4.62180
H 1.74792 -4.84761 3.48805
H -1.59828 -0.39664 -6.73225
H 11.68919 -0.29755 -1.01434
H 2.64361 -3.70326 -1.76307
H 5.70702 6.26626 0.23161
H -2.44827 0.69007 -5.64858
H 4.10842 -3.25351 -10.16832
H -7.12722 -4.94017 0.57797
H 0.54037 9.01633 8.42360
H 3.50146 3.87528 0.27496
H -6.68055 2.18240 -4.48202
H 4.91153 -5.17838 -5.30180
H 5.05311 -5.69381 -2.15365
H 1.30989 4.70614 1.70847
H 0.73279 6.34277 1.33331
H -0.81110 4.24197 -6.66848
H -1.91878 -4.19230 -3.27009
H 7.47254 1.70703 2.16588
H -7.84475 1.51487 -2.61692
H -3.95750 1.54362 1.95207
H 2.72438 -5.32154 -4.08584
H -6.49018 2.88721 -1.03673
H 0.33670 -2.44173 7.02895
H 0.80492 -3.79990 -4.47467
H 2.73284 -0.73454 4.79340
H 5.22389 -2.36884 0.73812
H 0.16242 2.01863 -3.82642
H -5.56365 5.15298 0.99489
H -4.49510 1.73640 -4.85837
H -1.71723 -5.14751 -5.79551
H -8.55365 0.38858 -5.40591
H 5.43241 -6.69849 -0.75252
H -2.07046 0.53088 -2.37167
H -3.48369 6.00657 4.41771
H -3.96852 -2.97056 1.70360
H 1.14794 4.06956 3.87041
H -0.43007 4.82220 4.25410
H -6.08131 -3.25019 -3.29340
H 0.29556 -3.42052 -2.16378
H 8.68692 -1.64274 -0.23131
H 11.27485 -1.25815 2.32313
H -1.41751 -4.42366 -7.37825
H -1.00307 -0.59869 1.23563
H 6.58454 -4.10523 -0.68303
H 2.44584 1.00564 4.77192
H -0.26997 -1.15519 -2.23046
H 0.18467 -0.76679 7.28591
```


[2]
An isolated molecule of C3H6N2O2. Source: OMol25; level of theory: ωB97M-V with the def2-TZVPD basis set.

Its energy above the lowest of the compared OMol25 structures with the same formula, charge and spin is 9.5 kJ/mol. The structure (SMILES) is CC(=O)NC(N)=O. As for the net charge: 0. For the highest occupied orbital energy, the calculation gives -10.26 eV. For the LUMO energy, the calculation gives 0.62 eV. The HOMO-LUMO gap is 10.886 eV.

XYZ file:
```
13
C3H6N2O2, DFT ωB97M-V with the def2-TZVPD basis set
O -1.36809 0.57021 1.04272
O 1.63930 0.02026 -1.68123
N -1.48591 -1.69536 0.97055
N 0.32807 -0.61281 0.02416
C 0.93559 0.37298 -0.76608
C 0.74641 1.81012 -0.37199
C -0.87392 -0.48381 0.72568
H 1.54258 2.38433 -0.82761
H -0.20366 2.17216 -0.75846
H 0.73182 1.90291 0.70763
H 0.50997 -1.56043 -0.27756
H -0.94985 -2.50717 1.25322
H -2.26031 -1.58520 1.61422
```